ORCA calculation (ωB97M-V/def2-TZVPD) on C39H104AgN5O19 as an isolated structure in a non-equilibrium geometry.

* HOMO (alpha / beta): -10.071 / -10.071 eV
* charge: +1
* calculated total energy: -3397.8945 Ha
* frontier orbital gap (alpha / beta): 6.99 / 5.98 eV
* ΔE to the lowest compared entry with this formula, charge and spin: 0.0 kcal/mol
* spin multiplicity: 2
* largest force on an atom: 0.109 hartree/bohr

Last column: Löwdin spin population.
Atoms and positions in Å:
Ag (-3.48394, -0.37182, -3.09823)  0.007
C (0.73197, -0.23759, -2.63736)  0.019
C (0.51797, -0.44323, -1.10521)  0.026
C (1.84166, -0.06180, -0.40651)  -0.001
C (2.16304, 1.36481, -0.31682)  0.000
C (1.00055, 2.04469, 0.37198)  0.000
C (-0.41896, 1.89878, -0.35045)  0.024
N (-0.62290, 0.41046, -0.58018)  0.427
O (-1.90396, 0.10743, -1.23523)  0.455
C (-0.53633, 2.79245, -1.57988)  0.015
C (-1.45035, 2.38388, 0.82636)  0.008
C (0.31937, -1.95211, -0.75108)  0.004
H (-0.08216, -0.56249, -3.28522)  0.002
H (1.68082, -0.72021, -2.87157)  0.002
H (0.86005, 0.80383, -2.93257)  0.000
H (2.68966, -0.52925, -0.90700)  0.000
H (1.81768, -0.50749, 0.58790)  0.000
H (2.14374, 1.74810, -1.33702)  0.000
H (3.16430, 1.46300, 0.10262)  0.000
H (1.12251, 3.06806, 0.72690)  0.000
H (0.92254, 1.55423, 1.34227)  0.000
H (-1.59144, 2.74174, -1.84869)  0.001
H (0.05126, 2.47916, -2.44284)  0.000
H (-0.32692, 3.81336, -1.26050)  0.001
H (-1.22177, 3.44895, 0.78801)  0.000
H (-1.13514, 2.03933, 1.81125)  0.000
H (-2.49396, 2.22729, 0.55349)  0.000
H (0.88549, -2.52707, -1.48390)  0.000
H (-0.74081, -2.19242, -0.83087)  -0.001
H (0.82682, -2.20536, 0.17976)  0.000
C (7.46376, 2.90245, -1.12894)  0.000
C (6.64284, 2.97608, 0.23395)  0.000
C (7.29545, 2.03024, 1.27729)  0.000
O (7.10641, 0.62797, 1.20094)  0.000
C (5.76970, 0.20404, 1.40723)  0.000
N (6.39160, 4.35074, 0.65227)  0.000
H (7.00387, 3.50353, -1.91335)  0.000
H (7.61271, 1.85374, -1.38611)  0.000
H (8.46119, 3.31802, -0.98566)  0.000
H (5.68242, 2.46948, 0.13876)  0.000
H (6.91389, 2.36557, 2.24169)  0.000
H (8.38516, 2.02295, 1.30101)  0.000
H (5.44091, 0.40393, 2.42705)  0.000
H (5.75848, -0.88376, 1.33891)  0.000
H (5.10287, 0.66616, 0.67929)  0.000
H (5.86862, 4.28009, 1.51342)  0.000
H (7.23900, 4.72052, 1.05884)  0.000
C (2.73333, 0.86314, 4.61942)  0.000
C (2.52258, -0.69542, 4.72240)  0.000
C (1.31225, -1.04943, 5.64819)  0.000
O (1.46600, -0.34480, 6.92915)  0.000
C (0.25359, 0.21405, 7.42029)  0.000
N (2.22878, -1.17578, 3.44012)  0.000
H (3.29731, 1.21950, 3.75742)  0.000
H (3.18380, 1.26614, 5.52649)  0.000
H (1.88627, 1.54617, 4.55565)  0.000
H (3.45791, -1.16050, 5.03376)  0.000
H (1.25086, -2.09114, 5.96311)  0.000
H (0.37655, -0.81972, 5.13846)  0.000
H (0.26241, 0.71889, 8.38629)  0.000
H (-0.56997, -0.48818, 7.54972)  0.000
H (-0.09454, 0.96240, 6.70835)  0.000
H (1.86863, -2.10638, 3.59621)  0.000
H (1.50217, -0.67752, 2.94628)  0.000
C (-4.22099, -6.56102, 5.04133)  0.000
C (-4.26943, -5.43251, 4.02920)  0.000
C (-3.71094, -5.81302, 2.63846)  0.000
O (-3.65439, -4.66882, 1.77441)  0.000
C (-2.86225, -4.99600, 0.60082)  0.000
N (-5.66751, -4.94690, 3.97912)  0.000
H (-4.84915, -6.25169, 5.87670)  0.000
H (-3.19550, -6.82411, 5.30066)  0.000
H (-4.58265, -7.51194, 4.65007)  0.000
H (-3.68942, -4.59046, 4.40687)  0.000
H (-4.24609, -6.50427, 1.98739)  0.000
H (-2.71340, -6.23371, 2.76509)  0.000
H (-3.20971, -5.90100, 0.10247)  0.000
H (-1.89184, -5.33377, 0.96455)  0.000
H (-2.74398, -4.07402, 0.03155)  0.000
H (-6.06516, -4.46973, 4.77553)  0.000
H (-6.23573, -5.78150, 3.95319)  0.000
C (-1.72577, -2.70082, -5.93900)  0.000
C (-2.10215, -3.32139, -4.55627)  0.000
C (-1.03527, -4.38716, -4.12349)  0.000
O (-1.34658, -4.72266, -2.75539)  0.000
C (-0.37820, -5.73624, -2.21453)  0.000
N (-2.14406, -2.26196, -3.59673)  0.001
H (-1.46084, -3.45122, -6.68387)  0.000
H (-0.83648, -2.07453, -5.86819)  0.000
H (-2.45145, -2.05420, -6.43232)  0.000
H (-3.04877, -3.85147, -4.66132)  0.000
H (-0.03575, -3.95436, -4.08184)  0.000
H (-1.12336, -5.26002, -4.77037)  0.000
H (-0.61733, -6.10833, -1.21831)  0.000
H (0.61761, -5.29367, -2.23909)  0.000
H (-0.32196, -6.69891, -2.72264)  0.000
H (-2.01513, -2.83883, -2.77776)  0.000
H (-1.20492, -1.89153, -3.62678)  0.000
C (-0.44328, 5.72516, -4.44812)  0.000
C (-1.81161, 5.23161, -4.30967)  0.000
O (-2.67125, 6.34378, -4.21064)  0.000
O (-0.40679, 6.49395, -5.54461)  0.000
H (0.05038, 4.75405, -4.48500)  0.000
H (-0.07922, 6.35889, -3.63945)  0.000
H (-1.81670, 4.63433, -3.39789)  0.000
H (-2.00420, 4.53858, -5.12863)  0.000
H (-3.52452, 6.00708, -3.92750)  0.000
H (-1.29848, 6.84960, -5.54152)  0.000
C (-2.58057, 0.80085, -5.77858)  0.000
C (-4.08460, 0.52733, -5.98324)  0.000
O (-4.42120, -0.61120, -5.23172)  0.000
O (-2.08619, 1.07316, -4.47020)  0.003
H (-2.04205, 1.43964, -6.47859)  0.000
H (-2.08718, -0.12395, -6.07760)  0.000
H (-4.49949, 0.35634, -6.97659)  0.000
H (-4.65354, 1.41488, -5.70637)  0.000
H (-4.85627, -1.12031, -5.91956)  0.000
H (-1.52278, 1.85043, -4.47344)  0.000
C (-2.06164, -1.42827, 2.26206)  0.003
C (-2.72426, -1.09320, 3.68738)  0.000
O (-3.78676, -1.91678, 4.10210)  0.000
O (-2.94842, -1.37605, 1.14881)  0.001
H (-1.67202, -2.44440, 2.32345)  0.000
H (-1.09271, -0.94833, 2.12448)  0.002
H (-2.88045, -0.01526, 3.64529)  0.000
H (-1.99779, -1.05576, 4.49913)  0.000
H (-4.04866, -1.73009, 5.00663)  0.000
H (-2.60856, -0.89669, 0.38966)  0.000
C (-5.84236, 1.34176, 2.94065)  0.000
C (-5.23164, 1.10851, 1.51320)  0.000
O (-5.93215, 0.13156, 0.83406)  0.000
O (-5.57205, 0.14546, 3.66157)  0.000
H (-6.89623, 1.31641, 2.66349)  0.000
H (-5.44368, 2.24400, 3.40447)  0.000
H (-4.20972, 0.73430, 1.45211)  0.000
H (-5.13718, 2.12822, 1.13987)  0.000
H (-5.65237, 0.26026, -0.07520)  0.000
H (-5.88229, 0.26184, 4.56257)  0.000
C (-1.39503, 6.71601, 1.92870)  0.000
C (-2.73113, 6.51503, 2.70738)  0.000
O (-3.11760, 7.79550, 3.23952)  0.000
O (-0.38346, 7.06515, 2.82140)  0.000
H (-1.47535, 7.51240, 1.18883)  0.000
H (-1.03485, 5.84654, 1.37878)  0.000
H (-2.71582, 5.72753, 3.46084)  0.000
H (-3.56379, 6.24611, 2.05741)  0.000
H (-2.65329, 8.00643, 4.05286)  0.000
H (-0.22705, 7.99001, 2.61700)  0.000
C (3.54789, -4.18606, 0.40039)  0.000
C (4.38028, -3.59922, -0.64526)  0.000
O (5.76578, -3.39390, -0.34128)  0.000
O (4.03289, -5.43962, 0.79598)  0.000
H (2.53551, -4.36292, 0.03722)  0.000
H (3.67253, -3.50131, 1.23925)  0.000
H (3.93914, -2.61605, -0.80922)  0.000
H (4.24013, -4.21534, -1.53344)  0.000
H (6.16471, -2.69365, -0.86291)  0.000
H (4.68369, -5.24240, 1.47360)  0.000
C (4.22461, 2.18354, -3.95789)  0.000
C (4.83860, 1.30980, -2.88377)  0.000
O (5.94800, 0.63147, -3.56055)  0.000
O (3.43457, 1.44372, -4.89143)  0.000
H (4.97061, 2.84483, -4.39865)  0.000
H (3.57634, 2.88588, -3.43389)  0.000
H (4.25428, 0.47423, -2.49843)  0.000
H (5.06114, 1.85473, -1.96636)  0.000
H (5.59031, 0.17274, -4.32424)  0.000
H (4.12785, 1.14699, -5.48551)  0.000